Molecular formula: C2HN3O2
Method: DFT, wB97M-V/def2-TZVPD

Highest occupied orbital energy ... -11.0 eV
ΔE to the lowest compared entry with this formula, charge and spin ... 5.080 eV
Structure (SMILES) ... O=c1nnnco1
Orbital gap ... 9.171 eV

```
8
Properties=species:S:1:pos:R:3:nbo_charge:R:1
C -1.16 -0.33 -0.13 0.7982
C 0.78 0.83 0.02 0.3669
H 1.26 1.93 -0.13 0.2101
N -0.46 -1.49 0.20 -0.2338
N 0.86 -1.44 0.25 0.1090
N 1.56 -0.19 -0.43 -0.3312
O -2.33 -0.17 -0.25 -0.4428
O -0.51 0.85 0.48 -0.4766
```

***

Molecular formula: C2HN3O3
Method: DFT, wB97M-V/def2-TZVPD

Highest occupied orbital energy ... -10.7 eV
ΔE to the lowest compared entry with this formula, charge and spin ... 8.497 eV
Structure (SMILES) ... N#CC#[N+][O-].O=[NH+][O-]
Orbital gap ... 10.481 eV

```
9
Properties=species:S:1:pos:R:3:nbo_charge:R:1
C 1.39 1.32 0.32 0.1637
C 1.69 0.06 0.30 0.0227
N 1.25 2.48 0.25 -0.2281
N 1.76 -1.06 0.04 0.3312
N -2.00 -0.13 -0.26 0.3966
O -1.42 -1.01 0.28 -0.3625
O 1.91 -2.20 -0.03 -0.2909
O -2.21 0.03 -1.45 -0.3527
H -2.39 0.51 0.56 0.3201
```